Record 1
{
  "formula": "C4H6O4",
  "method": "wB97M-V/def2-TZVPD",
  "smiles": "O=C[C@@H](O)CC(=O)O",
  "orbital_gap_ev": 10.25,
  "homo_energy_ev": -9.738,
  "total_energy_ha": -456.97028,
  "elements": ["C", "C", "C", "C", "O", "O", "O", "O", "H", "H", "H", "H", "H", "H"],
  "coordinates": [[-1.1093, 0.3963, -0.4487], [0.2883, 0.1508, -0.9637], [1.2423, -0.1155, 0.3261], [-1.2911, -0.8129, 0.5362], [2.3044, -0.8525, 0.0063], [-1.2916, 1.6303, 0.1758], [1.1564, 0.5112, 1.3527], [-1.1886, -1.9679, 0.2296], [2.9814, -0.7942, 0.7014], [-0.6112, 1.7316, 0.8588], [-1.8712, 0.2948, -1.2280], [0.3345, -0.7405, -1.5864], [0.7304, 1.0127, -1.4619], [-1.6747, -0.4443, 1.5017]],
  "forces_ev_per_a": [[0.3, -1.3, 0.5], [1.5, -0.7, 1.6], [0.0, 1.7, -2.2], [-1.7, 1.0, -0.6], [0.0, -0.4, -0.2], [-0.1, 0.1, 0.2], [-0.5, -0.4, 0.2], [0.4, 0.2, 0.1], [-0.3, 0.0, 0.1], [0.0, -0.1, -0.1], [0.2, 0.1, 0.0], [0.0, 0.1, -0.1], [0.0, 0.0, -0.1], [0.2, -0.3, 0.5]]
}


Record 2
{
  "formula": "C4H6O4",
  "method": "wB97M-V/def2-TZVPD",
  "smiles": "O=C1[C@@H](O)[C@H](O)[C@H]1O",
  "orbital_gap_ev": 10.69,
  "homo_energy_ev": -10.041,
  "total_energy_ha": -456.93091,
  "elements": ["C", "C", "C", "C", "H", "H", "H", "H", "H", "H", "O", "O", "O", "O"],
  "coordinates": [[-0.0333, 0.8233, -0.2926], [-1.1486, -0.0477, 0.3545], [-0.0672, -1.1032, 0.4149], [1.0584, -0.0901, 0.3633], [0.6728, 2.6129, -0.2810], [-0.0248, 0.6921, -1.3827], [-1.3795, 0.3990, 1.3322], [-2.1737, -1.2773, -0.6954], [1.3193, 0.3377, 1.3418], [2.0438, -1.3881, -0.6294], [-0.0823, 2.1586, 0.1090], [-2.2975, -0.3846, -0.3431], [-0.0860, -2.2546, 0.0487], [2.1986, -0.4781, -0.3402]],
  "forces_ev_per_a": [[0.0, -0.2, -0.1], [0.2, 0.0, 0.1], [0.1, -0.5, 0.0], [0.0, 0.0, 0.1], [-0.1, 0.1, 0.0], [0.0, 0.0, 0.1], [0.0, -0.1, -0.1], [0.0, 0.1, 0.0], [-0.1, -0.1, -0.1], [0.1, 0.0, -0.1], [0.1, 0.1, -0.1], [-0.1, 0.0, 0.0], [0.0, 0.5, 0.2], [-0.2, 0.0, 0.1]]
}


Record 3
{
  "formula": "C4H6O4S2",
  "method": "wB97M-V/def2-TZVPD",
  "smiles": "O=C(O)[C@H](S)[C@@H](S)C(=O)O",
  "orbital_gap_ev": 9.56,
  "homo_energy_ev": -9.364,
  "total_energy_ha": -1253.31526,
  "elements": ["C", "C", "C", "C", "H", "H", "H", "H", "H", "H", "O", "O", "O", "O", "S", "S"],
  "coordinates": [[1.8727, -0.4113, -0.6014], [0.6211, 0.4854, -0.4299], [-0.6851, -0.3995, -0.2921], [-2.0804, 0.2597, -0.4671], [3.6271, -0.5660, -0.2239], [0.5661, 0.9994, -1.4361], [1.8952, 1.5132, 1.2645], [-0.6502, -1.0896, -1.2226], [-0.6711, -0.8311, 2.2210], [-2.7751, -1.5398, -0.0519], [2.8887, 0.1536, -0.1070], [1.8792, -1.3591, -1.2523], [-3.1028, -0.6302, -0.3080], [-2.0366, 1.4591, -0.8897], [0.4792, 1.8904, 0.7825], [-0.3161, -1.5828, 1.1330]],
  "forces_ev_per_a": [[-4.0, 4.2, 1.3], [-2.6, 0.8, -1.4], [1.6, -1.4, -0.9], [2.5, 2.5, -1.1], [-1.3, 2.1, 0.3], [-0.1, -0.5, 0.9], [-3.0, 1.2, -0.6], [0.0, 0.7, 1.5], [0.1, -0.1, -0.8], [0.0, 1.5, -0.2], [5.4, -0.8, 1.6], [-0.2, -4.8, -2.8], [0.6, 1.0, -0.2], [-1.9, -4.9, 1.8], [3.9, -1.9, 0.7], [-1.1, 0.5, -0.2]]
}


Record 4
{
  "formula": "C4H6O6S2",
  "method": "wB97M-V/def2-TZVPD",
  "total_charge": -2,
  "smiles": "C=CC(C)(S(=O)(=O)[O-])S(=O)(=O)[O-]",
  "orbital_gap_ev": 8.08,
  "homo_energy_ev": -1.811,
  "total_energy_ha": -1403.80379,
  "elements": ["C", "C", "C", "C", "O", "O", "O", "O", "O", "O", "S", "S", "H", "H", "H", "H", "H", "H"],
  "coordinates": [[1.6282, -0.4007, -1.4518], [0.4714, 0.2229, -1.0918], [0.7827, -0.1729, 1.5616], [-0.2589, 0.1241, 0.1298], [-1.8820, 1.8119, -0.9209], [-0.3511, -2.3939, 0.6145], [0.3012, 2.6201, -0.1454], [-1.5159, 2.1597, 1.4298], [-2.4280, -1.2039, 0.9657], [-1.5564, -1.6778, -1.2890], [-0.9178, 1.8047, 0.1696], [-1.3013, -1.3662, 0.0900], [2.0393, -0.3533, -2.5104], [2.0916, -1.2401, -0.8280], [0.0117, 0.8859, -1.8798], [1.6095, 0.5018, 1.4785], [1.0783, -1.2734, 1.1920], [0.1975, -0.0488, 2.4856]],
  "forces_ev_per_a": [[-0.4, -1.1, 0.0], [3.1, -0.7, -4.0], [-1.3, -1.8, -3.9], [1.2, 0.1, 4.4], [-0.2, 0.1, -0.4], [-0.7, 0.4, -0.2], [-1.2, -0.8, 0.6], [0.0, -0.2, 1.2], [-0.9, 0.6, 0.3], [-1.0, 0.5, -1.3], [0.3, 1.7, -0.8], [1.7, -2.4, 0.9], [-0.6, 0.3, 1.4], [-0.6, 1.5, -0.7], [0.5, -0.9, 1.0], [0.3, 0.6, 0.0], [-0.5, 2.5, 1.8], [0.2, -0.4, -0.6]]
}


ΔE to the lowest compared entry with this formula, charge and spin per entry: 31.8, 56.5, 50.9, 19.5 kcal per mole